(1)
C2H3NO2 | ωB97M-V/def2-TZVPD

Calculated values
<S²>   2.01
HOMO (spin up / spin down)   -8.60 / -11.51 eV
Spin multiplicity   3
E   -283.1135 Eh
ΔE to the lowest compared entry with this formula, charge and spin   1.020 eV

Last columns: bonded neighbours and bond lengths (Å).
Geometry (Å):
1 C 1.38 0.13 -0.64  C2 1.546, N3 1.619, O4 1.204
2 C -0.06 0.36 -0.13  C1 1.546, H6 1.020, H7 1.038, H8 1.094
3 N 2.16 -1.21 -0.17  C1 1.619, O5 1.183
4 O 2.00 0.86 -1.37  C1 1.204
5 O 2.95 -1.59 -0.97  N3 1.183
6 H -0.05 0.01 0.83  C2 1.020
7 H -0.14 1.40 -0.12  C2 1.038
8 H -0.90 -0.17 -0.57  C2 1.094


(2)
C2H3NO2 | ωB97M-V/def2-TZVPD

Calculated values
<S²>   2.01
HOMO (spin up / spin down)   -7.08 / -10.94 eV
Spin multiplicity   3
E   -283.0882 Eh
ΔE to the lowest compared entry with this formula, charge and spin   1.709 eV

Last columns: bonded neighbours and bond lengths (Å).
Geometry (Å):
1 C -3.06 0.21 -0.46  N3 1.199, O4 1.158
2 C 2.62 -0.25 0.21  O5 1.197, H6 1.122, H7 1.150
3 N -2.22 0.46 0.36  C1 1.199, H8 1.008
4 O -4.02 0.01 -1.07  C1 1.158
5 O 1.42 -0.26 0.19  C2 1.197
6 H 3.24 0.32 0.95  C2 1.122
7 H 3.23 -0.86 -0.56  C2 1.150
8 H -1.22 0.38 0.38  N3 1.008


(3)
C2H3NO2S | ωB97M-V/def2-TZVPD

Calculated values
HOMO   -9.40 eV
SMILES   O=CN(S)C=O
E   -681.4120 Eh
ΔE to the lowest compared entry with this formula, charge and spin   1.287 eV

Last columns: bonded neighbours and bond lengths (Å).
Geometry (Å):
1 O 1.33 1.70 0.04  C2 1.191
2 C 0.25 1.19 -0.01  O1 1.191, N3 1.431, H7 1.086
3 N 0.05 -0.23 -0.03  C2 1.431, S4 1.742, C5 1.413
4 S 1.39 -1.34 -0.01  N3 1.742, H8 1.377
5 C -1.25 -0.79 0.06  N3 1.413, O6 1.196, H9 1.143
6 O -2.23 -0.12 -0.05  C5 1.196
7 H -0.65 1.79 -0.01  C2 1.086
8 H 2.26 -0.29 -0.21  S4 1.377
9 H -1.14 -1.91 0.23  C5 1.143


(4)
C2H3NO2S | ωB97M-V/def2-TZVPD

Calculated values
HOMO   -9.24 eV
SMILES   O=C(O)/C=N\S
E   -681.3966 Eh
ΔE to the lowest compared entry with this formula, charge and spin   1.706 eV

Last columns: bonded neighbours and bond lengths (Å).
Geometry (Å):
1 O -0.27 -1.43 -0.14  C2 1.258
2 C -0.85 -0.31 -0.13  O1 1.258, O3 1.361, C4 1.409
3 O -2.20 -0.16 0.01  C2 1.361, H7 1.014
4 C -0.11 0.88 -0.14  C2 1.409, N5 1.286, H8 1.071
5 N 1.18 0.78 -0.13  C4 1.286, S6 1.619
6 S 2.06 -0.58 -0.07  N5 1.619, H9 1.416
7 H -2.51 -1.12 0.12  O3 1.014
8 H -0.49 1.87 0.02  C4 1.071
9 H 3.19 0.08 0.47  S6 1.416


(5)
C2H3NO2S | ωB97M-V/def2-TZVPD

Calculated values
HOMO   -8.43 eV
SMILES   NC(=S)C(=O)O
E   -681.3786 Eh
ΔE to the lowest compared entry with this formula, charge and spin   2.197 eV

Last columns: bonded neighbours and bond lengths (Å).
Geometry (Å):
1 N 0.02 -1.59 -0.52  C2 1.285, H7 1.002, H8 1.037
2 C -0.16 -0.33 -0.35  N1 1.285, S3 1.673, C4 1.395
3 S -1.70 0.32 -0.24  C2 1.673
4 C 0.81 0.40 0.34  C2 1.395, O5 1.284, O6 1.420
5 O 0.48 1.38 1.10  C4 1.284
6 O 2.03 -0.23 -0.02  C4 1.420, H9 1.097
7 H -0.82 -2.09 -0.74  N1 1.002
8 H 1.00 -1.89 -0.69  N1 1.037
9 H 2.94 0.33 0.25  O6 1.097


(6)
C2H3NO2S | ωB97M-V/def2-TZVPD

Calculated values
HOMO   -9.71 eV
SMILES   C=CS[N+](=O)[O-]
E   -681.2733 Eh
ΔE to the lowest compared entry with this formula, charge and spin   5.061 eV

Last columns: bonded neighbours and bond lengths (Å).
Geometry (Å):
1 C 1.37 -1.20 0.11  C2 1.338, H7 1.036, H8 1.062
2 C 0.40 -0.33 0.40  C1 1.338, S3 1.733, H9 1.171
3 S -1.24 -0.57 -0.12  C2 1.733, N4 1.827
4 N -1.54 1.21 -0.42  S3 1.827, O5 1.211, O6 1.202
5 O -0.60 1.90 -0.10  N4 1.211
6 O -2.60 1.58 -0.84  N4 1.202
7 H 2.35 -1.18 0.44  C1 1.036
8 H 1.35 -2.12 -0.42  C1 1.062
9 H 0.50 0.69 0.96  C2 1.171


(7)
C2H3NO2S | ωB97M-V/def2-TZVPD

Calculated values
HOMO   -9.65 eV
SMILES   O=CN(S)C=O
E   -681.3751 Eh
ΔE to the lowest compared entry with this formula, charge and spin   2.291 eV

Last columns: bonded neighbours and bond lengths (Å).
Geometry (Å):
1 O -2.35 -0.28 -0.02  C2 1.270
2 C -1.17 -0.75 0.01  O1 1.270, N3 1.429, H7 1.137
3 N -0.10 0.16 0.26  C2 1.429, S4 1.760, C5 1.424
4 S -0.68 1.78 -0.10  N3 1.760, H8 1.470
5 C 1.20 -0.26 -0.15  N3 1.424, O6 1.192, H9 1.189
6 O 2.26 0.27 0.00  C5 1.192
7 H -1.03 -1.86 -0.19  C2 1.137
8 H 0.52 2.37 0.50  S4 1.470
9 H 1.34 -1.43 -0.31  C5 1.189


(8)
C2H3NO2S | ωB97M-V/def2-TZVPD

Calculated values
HOMO   -11.82 eV
E   -681.2573 Eh
ΔE to the lowest compared entry with this formula, charge and spin   5.498 eV

Last columns: bonded neighbours and bond lengths (Å).
Geometry (Å):
1 C -2.35 -0.36 -0.09  N3 1.131
2 C -0.39 0.31 0.01  S6 1.749, H7 1.113, H8 1.094
3 N -3.38 -0.83 -0.16  C1 1.131
4 O -0.32 -2.03 1.25  S6 1.464
5 O -0.35 -1.98 -1.23  S6 1.423
6 S 0.06 -1.38 0.00  C2 1.749, O4 1.464, O5 1.423, H9 1.528
7 H -0.61 0.83 0.97  C2 1.113
8 H -0.03 0.96 -0.80  C2 1.094
9 H 1.58 -1.29 0.13  S6 1.528


(9)
C2H3NO2S | ωB97M-V/def2-TZVPD

Calculated values
HOMO   -9.58 eV
SMILES   O=CN(S)C=O
E   -681.4190 Eh
ΔE to the lowest compared entry with this formula, charge and spin   1.097 eV

Last columns: bonded neighbours and bond lengths (Å).
Geometry (Å):
1 O 1.46 1.25 -1.48  C2 1.199
2 C 1.00 0.92 -0.42  O1 1.199, N3 1.391, H7 1.091
3 N 0.03 -0.06 -0.24  C2 1.391, S4 1.739, C5 1.400
4 S -0.47 -1.04 -1.59  N3 1.739, H8 1.335
5 C -0.59 -0.15 1.01  N3 1.400, O6 1.202, H9 1.121
6 O -1.48 -0.91 1.25  C5 1.202
7 H 1.35 1.33 0.53  C2 1.091
8 H -1.12 -1.93 -0.83  S4 1.335
9 H -0.18 0.58 1.76  C5 1.121


(10)
C2H3NO2S2 | ωB97M-V/def2-TZVPD

Calculated values
HOMO   -9.78 eV
SMILES   O=S1(=O)CC=NS1
E   -1079.5412 Eh
ΔE to the lowest compared entry with this formula, charge and spin   2.166 eV

Last columns: bonded neighbours and bond lengths (Å).
Geometry (Å):
1 O 2.62 1.34 -1.33  S2 1.439
2 S 2.21 0.68 -0.12  O1 1.439, O3 1.436, C4 1.856, S7 2.118
3 O 2.46 1.30 1.15  S2 1.436
4 C 0.39 0.32 -0.15  S2 1.856, C5 1.413, H8 1.150, H9 0.978
5 C 0.25 -1.08 -0.01  C4 1.413, N6 1.265, H10 1.068
6 N 1.21 -1.90 0.11  C5 1.265, S7 1.690
7 S 2.80 -1.36 -0.09  S2 2.118, N6 1.690
8 H 0.25 0.59 -1.26  C4 1.150
9 H -0.32 0.80 0.32  C4 0.978
10 H -0.68 -1.59 0.12  C5 1.068